a:
{
  "formula": "C12H17O5PPdS3",
  "method": "ωB97M-V/def2-TZVPD",
  "multiplicity": 2,
  "homo_lumo_gap_ev": [6.9, 6.2],
  "homo_energy_ev": [-4.416, -4.413],
  "lumo_ev": [2.5, 1.8],
  "charge": -1,
  "elements": ["Pd", "C", "C", "O", "P", "S", "S", "O", "C", "C", "H", "H", "H", "H", "H", "H", "H", "H", "H", "H", "O", "C", "O", "C", "C", "C", "C", "C", "C", "S", "H", "H", "H", "H", "C", "O", "H", "H", "H"],
  "positions_angstrom": [[0.050, 0.363, -0.729], [-5.532, -0.738, -1.433], [-5.018, -0.265, -0.091], [-4.151, 0.871, -0.262], [-2.571, 0.678, -0.106], [-1.602, 2.347, -0.533], [-1.882, -0.803, -1.292], [-2.516, 0.253, 1.437], [-1.393, 0.510, 2.310], [-1.669, 1.728, 3.160], [-6.272, -1.528, -1.293], [-4.717, -1.126, -2.043], [-6.002, 0.088, -1.967], [-4.493, -1.062, 0.440], [-5.837, 0.073, 0.545], [-0.477, 0.626, 1.730], [-1.283, -0.391, 2.912], [-1.739, 2.617, 2.534], [-0.855, 1.867, 3.874], [-2.603, 1.610, 3.713], [3.999, 1.419, 0.022], [3.095, 0.573, 0.141], [1.937, 0.792, 0.600], [3.428, -0.842, -0.262], [4.760, -1.157, -0.528], [5.146, -2.441, -0.865], [4.181, -3.436, -0.958], [2.851, -3.129, -0.727], [2.455, -1.838, -0.371], [0.723, -1.650, -0.053], [5.477, -0.350, -0.453], [6.187, -2.667, -1.062], [4.458, -4.448, -1.228], [2.091, -3.894, -0.828], [1.955, 3.127, -1.273], [1.345, 2.129, -1.942], [2.921, 2.720, -0.881], [1.426, 3.365, -0.337], [2.130, 4.010, -1.902]],
  "mulliken_spin": [0.005, 0.000, 0.000, 0.001, -0.003, 0.013, 0.001, 0.001, -0.001, 0.000, 0.000, 0.000, 0.000, 0.000, 0.000, 0.001, 0.000, 0.000, 0.000, 0.000, 0.009, -0.006, 0.010, 0.007, -0.001, 0.000, 0.000, -0.001, -0.001, -0.002, 0.000, 0.000, 0.000, 0.000, -0.004, 0.809, 0.111, 0.037, 0.015]
}

---

b:
{
  "formula": "C12H17O5PPdS3",
  "method": "ωB97M-V/def2-TZVPD",
  "multiplicity": 2,
  "homo_lumo_gap_ev": [6.4, 6.7],
  "homo_energy_ev": [-4.753, -4.751],
  "lumo_ev": [1.7, 2.0],
  "charge": -1,
  "elements": ["Pd", "C", "C", "O", "P", "S", "S", "O", "C", "C", "H", "H", "H", "H", "H", "H", "H", "H", "H", "H", "O", "C", "O", "C", "C", "C", "C", "C", "C", "S", "H", "H", "H", "H", "C", "O", "H", "H", "H"],
  "positions_angstrom": [[0.535, -0.015, 0.035], [-2.744, -2.949, -3.141], [-2.072, -1.921, -4.030], [-1.392, -0.891, -3.307], [0.023, -1.098, -2.563], [-0.190, -2.172, -0.892], [0.847, 0.695, -2.463], [0.805, -2.091, -3.568], [1.412, -1.588, -4.767], [2.917, -1.558, -4.611], [-3.356, -3.617, -3.752], [-3.382, -2.457, -2.407], [-2.004, -3.541, -2.605], [-2.813, -1.387, -4.625], [-1.372, -2.408, -4.713], [1.033, -0.590, -4.995], [1.115, -2.265, -5.571], [3.188, -0.908, -3.780], [3.378, -1.175, -5.525], [3.299, -2.560, -4.414], [0.036, 3.821, 1.421], [-0.215, 2.626, 1.496], [-0.209, 1.867, 0.447], [-0.696, 2.073, 2.801], [-0.881, 2.981, 3.844], [-1.520, 2.636, 5.019], [-1.995, 1.343, 5.176], [-1.730, 0.408, 4.197], [-1.010, 0.740, 3.040], [-0.376, -0.631, 2.165], [-0.542, 3.993, 3.664], [-1.666, 3.366, 5.806], [-2.552, 1.069, 6.064], [-2.033, -0.624, 4.331], [3.072, -0.745, 1.486], [2.611, -0.271, 0.264], [3.266, 0.062, 2.208], [4.015, -1.288, 1.322], [2.377, -1.449, 1.958]],
  "mulliken_spin": [0.519, 0.006, -0.004, 0.001, -0.002, 0.055, 0.010, 0.000, -0.001, -0.001, 0.000, 0.000, -0.002, 0.000, -0.001, 0.000, 0.000, 0.001, 0.000, 0.000, 0.011, -0.001, 0.004, -0.010, -0.001, 0.000, 0.000, 0.000, 0.011, -0.049, 0.000, 0.000, 0.000, -0.001, -0.018, 0.432, 0.000, 0.031, 0.009]
}

---

Stability check: which of them is least stable? b.

---

a:
{
  "formula": "C6H10O",
  "method": "ωB97M-V/def2-TZVPD",
  "multiplicity": 2,
  "homo_lumo_gap_ev": [9.0, 8.5],
  "homo_energy_ev": [-13.532, -15.549],
  "lumo_ev": [-4.5, -7.0],
  "charge": 1,
  "elements": ["C", "C", "C", "C", "C", "O", "C", "H", "H", "H", "H", "H", "H", "H", "H", "H", "H"],
  "positions_angstrom": [[0.256, -0.729, 2.270], [0.521, -0.228, 0.898], [-0.322, -0.638, -0.136], [-0.310, -0.074, -1.415], [-1.428, -0.246, -2.218], [-1.482, 0.127, -3.472], [1.284, 1.052, 0.819], [-0.017, -1.782, 2.284], [-0.455, -0.118, 2.825], [1.183, -0.661, 2.841], [-0.991, -1.472, 0.036], [0.548, 0.492, -1.746], [-2.229, -0.887, -1.867], [-0.965, 0.939, -3.601], [2.356, 0.875, 0.755], [0.975, 1.713, 0.013], [1.075, 1.638, 1.713]],
  "mulliken_spin": [0.019, 0.292, 0.119, 0.130, 0.220, 0.110, 0.001, 0.002, 0.034, 0.013, 0.004, 0.008, 0.011, -0.002, 0.028, 0.002, 0.009]
}

---

b:
{
  "formula": "C6H10O",
  "method": "ωB97M-V/def2-TZVPD",
  "multiplicity": 2,
  "homo_lumo_gap_ev": [8.0, 8.8],
  "homo_energy_ev": [-13.168, -15.322],
  "lumo_ev": [-5.2, -6.6],
  "charge": 1,
  "elements": ["C", "C", "C", "C", "C", "C", "O", "H", "H", "H", "H", "H", "H", "H", "H", "H", "H"],
  "positions_angstrom": [[-1.168, -2.088, -1.040], [-1.620, -1.259, 0.172], [-0.971, 0.045, 0.349], [0.391, 0.246, 0.525], [0.864, 1.545, 0.315], [2.236, 1.788, 0.530], [2.929, 2.560, -0.254], [-1.347, -1.464, -1.917], [-0.113, -2.338, -0.975], [-1.750, -2.996, -1.161], [-2.705, -1.159, 0.161], [-1.469, -1.874, 1.074], [-1.626, 0.894, 0.520], [1.053, -0.462, 1.011], [0.213, 2.414, 0.299], [2.802, 1.323, 1.332], [2.282, 2.827, -0.942]],
  "mulliken_spin": [0.037, 0.025, 0.312, 0.051, 0.267, 0.128, 0.095, -0.008, -0.001, 0.004, -0.002, 0.046, 0.013, 0.006, 0.012, 0.016, 0.000]
}

---

Stability check: which of them is least stable? b.

---

a:
{
  "formula": "CH2Br2S",
  "method": "ωB97M-V/def2-TZVPD",
  "homo_lumo_gap_ev": [6.6, 8.9],
  "homo_energy_ev": [-9.155, -10.132],
  "lumo_ev": [-2.5, -1.2],
  "elements": ["C", "S", "Br", "Br", "H", "H"],
  "positions_angstrom": [[1.462, -1.050, 0.057], [-2.684, 1.846, 0.400], [-0.221, -0.279, 0.598], [3.089, -0.031, 0.336], [1.396, -1.392, -0.883], [-3.043, 0.905, -0.507]],
  "nbo_charge": [-0.291, -0.120, 0.086, 0.070, 0.152, 0.103]
}

---

b:
{
  "formula": "CH2Br2S",
  "method": "ωB97M-V/def2-TZVPD",
  "homo_lumo_gap_ev": [6.8, 6.8],
  "homo_energy_ev": [-8.499, -8.500],
  "lumo_ev": [-1.7, -1.7],
  "elements": ["C", "S", "Br", "Br", "H", "H"],
  "positions_angstrom": [[0.928, -0.055, 0.130], [-1.666, -0.160, 1.089], [1.022, 0.509, -1.547], [-2.354, 0.205, -0.950], [1.123, 0.672, 0.996], [0.946, -1.171, 0.282]],
  "nbo_charge": [-0.457, -0.226, 0.270, -0.081, 0.252, 0.242]
}

---

c:
{
  "formula": "CH2Br2S",
  "method": "ωB97M-V/def2-TZVPD",
  "homo_lumo_gap_ev": 9.2,
  "smiles": "SC(Br)Br",
  "homo_energy_ev": -9.754,
  "lumo_ev": -0.6,
  "elements": ["S", "C", "Br", "Br", "H", "H"],
  "positions_angstrom": [[1.429, 0.479, 0.308], [-0.116, -0.033, -0.440], [-1.646, 0.950, 0.062], [-0.549, -2.145, 0.022], [0.951, 0.653, 1.654], [-0.069, 0.096, -1.606]],
  "nbo_charge": [0.071, -0.520, 0.114, -0.087, 0.157, 0.265]
}

---

Stability check: which of them is least stable? a.

---

a:
{
  "formula": "C3H3N3OS",
  "method": "ωB97M-V/def2-TZVPD",
  "homo_lumo_gap_ev": 7.6,
  "smiles": "NN1C(=O)C=NC1=S",
  "homo_energy_ev": -9.312,
  "lumo_ev": -1.7,
  "elements": ["N", "N", "C", "O", "C", "N", "C", "S", "H", "H", "H"],
  "positions_angstrom": [[-0.259, 1.827, -0.004], [-0.169, 0.435, 0.002], [1.011, -0.275, -0.006], [2.130, 0.175, -0.006], [0.515, -1.708, 0.003], [-0.766, -1.759, -0.002], [-1.258, -0.416, 0.001], [-2.829, -0.032, -0.005], [0.227, 2.169, -0.803], [0.221, 2.162, 0.829], [1.175, -2.578, -0.010]],
  "nbo_charge": [-0.604, -0.324, 0.588, -0.529, 0.040, -0.378, 0.160, 0.092, 0.367, 0.368, 0.220]
}

---

b:
{
  "formula": "C3H3N3OS",
  "method": "ωB97M-V/def2-TZVPD",
  "homo_lumo_gap_ev": 8.4,
  "smiles": "[H]/N=C\\N(O)C(=S)C#N",
  "homo_energy_ev": -9.797,
  "lumo_ev": -1.4,
  "elements": ["H", "N", "C", "N", "O", "C", "S", "C", "N", "H", "H"],
  "positions_angstrom": [[2.970, -0.908, -0.177], [3.019, 0.109, -0.100], [1.834, 0.550, 0.050], [0.634, -0.269, 0.096], [0.838, -1.621, -0.070], [-0.664, 0.185, 0.037], [-1.111, 1.753, -0.014], [-1.620, -0.881, -0.031], [-2.449, -1.678, -0.047], [1.596, 1.608, 0.174], [0.783, -2.034, 0.804]],
  "nbo_charge": [0.348, -0.590, 0.245, -0.147, -0.523, -0.049, 0.035, 0.205, -0.221, 0.213, 0.485]
}

---

Stability check: which of them is least stable? b.

---

a:
{
  "formula": "CH3N5",
  "method": "ωB97M-V/def2-TZVPD",
  "homo_lumo_gap_ev": 9.0,
  "smiles": "[H]/N=c1/nn[nH][nH]1",
  "homo_energy_ev": -8.988,
  "lumo_ev": 0.0,
  "elements": ["H", "N", "C", "N", "N", "N", "N", "H", "H"],
  "positions_angstrom": [[-2.410, 0.441, -0.214], [-1.985, -0.490, 0.012], [-0.747, -0.396, -0.113], [0.103, -1.437, -0.096], [1.302, -1.197, -0.130], [1.457, 0.169, -0.119], [0.144, 0.698, -0.248], [2.079, 0.506, 0.790], [0.059, 1.706, 0.118]],
  "nbo_charge": [0.340, -0.658, 0.466, -0.227, 0.062, -0.299, -0.492, 0.392, 0.416]
}

---

b:
{
  "formula": "CH3N5",
  "method": "ωB97M-V/def2-TZVPD",
  "homo_lumo_gap_ev": 9.2,
  "homo_energy_ev": -8.794,
  "lumo_ev": 0.4,
  "elements": ["C", "H", "H", "H", "N", "N", "N", "N", "N"],
  "positions_angstrom": [[0.328, 0.100, -0.073], [2.028, 1.042, -0.544], [2.248, -0.854, 0.785], [-2.421, -1.127, -0.085], [1.662, 0.058, 0.038], [-0.274, 1.276, -0.129], [-1.572, 0.883, 0.185], [-1.586, -0.358, -0.041], [-0.413, -1.021, -0.135]],
  "nbo_charge": [0.399, 0.440, 0.467, 0.427, -0.885, -0.337, -0.026, -0.141, -0.344]
}

---

Stability check: which of them is least stable? b.

---

a:
{
  "formula": "C5H12S2",
  "method": "ωB97M-V/def2-TZVPD",
  "homo_lumo_gap_ev": 8.7,
  "smiles": "CCCSSCC",
  "homo_energy_ev": -7.891,
  "lumo_ev": 0.8,
  "elements": ["C", "C", "C", "S", "S", "C", "C", "H", "H", "H", "H", "H", "H", "H", "H", "H", "H", "H", "H"],
  "positions_angstrom": [[0.572, -2.818, -1.851], [-0.358, -1.668, -2.264], [-0.931, -0.763, -1.170], [0.365, -0.359, 0.012], [-0.735, 0.898, 1.255], [0.573, 2.055, 1.780], [0.090, 2.896, 2.967], [0.697, -3.505, -2.682], [0.357, -3.240, -0.882], [1.559, -2.354, -1.704], [-1.265, -2.149, -2.612], [0.020, -1.169, -3.152], [-1.320, 0.129, -1.635], [-1.843, -1.173, -0.733], [1.395, 1.408, 2.082], [0.932, 2.608, 0.915], [0.162, 2.292, 3.867], [-0.955, 3.132, 2.784], [0.688, 3.781, 3.023]],
  "nbo_charge": [-0.619, -0.408, -0.531, 0.075, 0.056, -0.508, -0.616, 0.216, 0.219, 0.203, 0.203, 0.209, 0.222, 0.213, 0.209, 0.213, 0.216, 0.210, 0.219]
}

---

b:
{
  "formula": "C5H12S2",
  "method": "ωB97M-V/def2-TZVPD",
  "homo_lumo_gap_ev": 8.5,
  "smiles": "CCCSSCC",
  "homo_energy_ev": -7.843,
  "lumo_ev": 0.7,
  "elements": ["C", "C", "C", "S", "S", "C", "C", "H", "H", "H", "H", "H", "H", "H", "H", "H", "H", "H", "H"],
  "positions_angstrom": [[1.240, 2.231, 0.648], [2.388, 1.194, 0.537], [2.040, -0.272, 0.788], [0.860, -1.052, -0.354], [-0.967, -0.492, 0.487], [-1.945, -0.587, -1.044], [-3.305, 0.048, -0.837], [1.427, 2.940, 1.451], [0.318, 1.719, 0.889], [1.103, 2.753, -0.289], [3.166, 1.460, 1.247], [2.751, 1.209, -0.499], [2.946, -0.866, 0.734], [1.620, -0.413, 1.780], [-1.376, -0.070, -1.803], [-1.963, -1.626, -1.354], [-3.236, 1.126, -0.754], [-3.771, -0.319, 0.075], [-3.943, -0.175, -1.694]],
  "nbo_charge": [-0.628, -0.411, -0.516, 0.061, 0.060, -0.513, -0.620, 0.206, 0.222, 0.210, 0.205, 0.203, 0.230, 0.214, 0.217, 0.212, 0.215, 0.213, 0.219]
}

---

Stability check: which of them is least stable? a.

---

a:
{
  "formula": "C7H8N4O3",
  "method": "ωB97M-V/def2-TZVPD",
  "homo_lumo_gap_ev": [8.0, 8.0],
  "smiles": "CN1N=C(n2cccn2)C(O)(O)C1=O",
  "homo_energy_ev": [-8.204, -8.203],
  "lumo_ev": [-0.2, -0.2],
  "elements": ["C", "N", "N", "C", "N", "C", "C", "C", "N", "C", "O", "O", "C", "O", "H", "H", "H", "H", "H", "H", "H", "H"],
  "positions_angstrom": [[-2.929, 1.718, 0.014], [-1.904, 0.708, -0.042], [-0.665, 1.093, 0.184], [0.210, -0.058, 0.167], [1.535, 0.042, 0.150], [2.210, 1.209, 0.355], [3.502, 0.840, 0.181], [3.474, -0.520, -0.216], [2.283, -0.955, -0.205], [-0.719, -1.227, -0.133], [-0.338, -1.954, -1.336], [-0.817, -2.045, 0.943], [-2.084, -0.543, -0.312], [-3.123, -1.096, -0.513], [-2.487, 2.610, 0.109], [-3.469, 1.697, -0.940], [-3.595, 1.433, 0.798], [1.683, 1.941, 0.904], [4.377, 1.401, 0.190], [4.201, -1.270, -0.389], [0.368, -2.453, -0.981], [-1.711, -2.573, 1.071]],
  "nbo_charge": [-0.398, -0.248, -0.252, 0.349, -0.200, -0.037, -0.301, -0.033, -0.244, 0.387, -0.682, -0.707, 0.617, -0.582, 0.220, 0.215, 0.213, 0.243, 0.228, 0.216, 0.480, 0.516]
}

---

b:
{
  "formula": "C7H8N4O3",
  "method": "ωB97M-V/def2-TZVPD",
  "homo_lumo_gap_ev": 8.5,
  "homo_energy_ev": -9.596,
  "lumo_ev": -1.1,
  "elements": ["C", "C", "C", "C", "C", "C", "C", "N", "N", "N", "N", "O", "O", "O", "H", "H", "H", "H", "H", "H", "H", "H"],
  "positions_angstrom": [[1.687, 1.718, -1.492], [-0.815, 0.315, 1.299], [-0.853, 1.745, 1.297], [2.809, 0.557, 0.203], [2.093, 0.500, -0.937], [-2.257, -0.183, 1.033], [1.848, -0.809, -1.658], [1.543, 2.786, -1.899], [0.164, 2.507, 1.359], [1.215, 2.945, 1.309], [3.116, -0.645, 0.888], [3.341, -0.528, 2.089], [0.219, -0.318, 1.262], [3.149, -1.744, 0.325], [-1.651, 2.364, 1.040], [3.037, 1.437, 0.621], [-2.777, 0.387, 1.808], [-2.296, -1.329, 1.092], [-2.428, 0.113, 0.062], [2.649, -1.460, -1.506], [1.871, -0.580, -2.801], [0.937, -1.339, -1.184]],
  "nbo_charge": [0.244, 0.554, -0.379, -0.039, -0.045, -0.694, -0.653, -0.261, 0.116, 0.052, 0.496, -0.350, -0.579, -0.384, 0.233, 0.231, 0.232, 0.240, 0.230, 0.267, 0.226, 0.262]
}

---

Stability check: which of them is least stable? b.

---

a:
{
  "formula": "C10H9NO",
  "method": "ωB97M-V/def2-TZVPD",
  "homo_lumo_gap_ev": 9.0,
  "homo_energy_ev": -8.245,
  "lumo_ev": 0.7,
  "elements": ["C", "C", "C", "C", "C", "C", "C", "C", "C", "C", "N", "O", "H", "H", "H", "H", "H", "H", "H", "H", "H"],
  "positions_angstrom": [[2.812, 0.789, 0.051], [3.007, -0.532, -0.324], [1.562, 1.314, 0.278], [1.850, -1.332, -0.429], [-0.826, 1.374, 0.450], [0.396, 0.577, 0.079], [0.594, -0.796, -0.312], [-3.212, 1.208, -0.655], [-1.558, -1.882, -0.115], [-2.001, 1.373, -0.103], [-0.419, -1.681, -0.608], [-2.016, -1.589, 1.108], [3.646, 1.438, 0.241], [4.000, -1.062, -0.416], [1.595, 2.206, 0.819], [2.083, -2.347, -0.847], [-0.563, 2.150, 1.173], [-3.481, 1.991, -1.269], [-3.862, 0.435, -0.322], [-2.223, -2.602, -0.436], [-1.386, -1.031, 1.637]],
  "nbo_charge": [-0.235, -0.188, -0.180, -0.226, -0.338, -0.082, 0.123, -0.486, 0.455, 0.137, -0.501, -0.678, 0.208, 0.221, 0.205, 0.229, 0.235, 0.221, 0.228, 0.159, 0.494]
}

---

b:
{
  "formula": "C10H9NO",
  "method": "ωB97M-V/def2-TZVPD",
  "homo_lumo_gap_ev": 8.4,
  "smiles": "Nc1ccc2c(O)cccc2c1",
  "homo_energy_ev": -7.578,
  "lumo_ev": 0.8,
  "elements": ["N", "C", "C", "C", "C", "C", "O", "C", "C", "C", "C", "C", "H", "H", "H", "H", "H", "H", "H", "H", "H"],
  "positions_angstrom": [[-0.333, 3.636, -0.266], [-0.225, 2.267, -0.378], [0.124, 1.521, -1.683], [0.368, 0.138, -1.724], [0.220, -0.615, -0.504], [0.489, -2.052, -0.378], [0.840, -2.635, -1.540], [0.232, -2.754, 0.781], [-0.460, -2.030, 1.876], [-0.430, -0.618, 1.847], [-0.314, 0.054, 0.695], [-0.476, 1.416, 0.673], [0.019, 4.067, 0.621], [0.052, 4.183, -0.997], [0.415, 1.942, -2.624], [0.563, -0.297, -2.675], [1.141, -3.521, -1.383], [0.336, -3.819, 0.775], [-0.728, -2.634, 2.749], [-0.900, -0.026, 2.602], [-0.933, 1.778, 1.535]],
  "nbo_charge": [-0.801, 0.201, -0.258, -0.176, -0.111, 0.344, -0.669, -0.340, -0.154, -0.241, -0.024, -0.270, 0.385, 0.378, 0.210, 0.226, 0.479, 0.207, 0.214, 0.202, 0.197]
}

---

Stability check: which of them is least stable? a.